An isolated molecule of C21H23N3O3S2 at a distorted geometry, computed with wB97M-V/def2-TZVPD.

## Properties
energy above the lowest of the compared OMol25 structures with the same formula, charge and spin: 18.5 kcal per mole
SMILES string: C[C@@H](CNC(=O)c1ccc(NC2=N[C@H]3CS(=O)(=O)C[C@H]3S2)cc1)c1ccccc1
lowest unoccupied orbital energy: 0.4 eV
frontier orbital gap: 9.0 eV

Structure (ORCA input):
```
! RIJCOSX wB97M-V def2-TZVPD def2/J DEFGRID3
* xyz 0 1
C 1.614 -4.866 -0.155
C 2.820 -3.926 -0.233
C 2.863 -2.961 0.967
N 1.719 -2.084 1.018
C 1.751 -0.834 0.493
O 2.758 -0.343 0.021
C 0.457 -0.092 0.546
C 0.235 0.894 -0.409
C -0.931 1.632 -0.425
C -1.907 1.410 0.543
N -3.112 2.096 0.615
C -3.610 3.168 -0.036
N -4.770 3.599 0.236
C -5.215 4.731 -0.512
C -5.763 5.812 0.412
S -5.174 7.364 -0.325
O -5.956 7.675 -1.487
O -5.003 8.386 0.666
C -3.585 6.647 -0.849
C -4.035 5.308 -1.377
S -2.710 4.058 -1.298
C -1.681 0.430 1.514
C -0.518 -0.311 1.516
C 4.118 -4.691 -0.303
C 4.454 -5.630 0.665
C 5.653 -6.317 0.596
C 6.537 -6.074 -0.441
C 6.214 -5.138 -1.407
C 5.015 -4.452 -1.336
H 0.685 -4.311 -0.275
H 1.669 -5.606 -0.950
H 1.586 -5.389 0.798
H 2.727 -3.317 -1.138
H 2.921 -3.525 1.902
H 3.746 -2.323 0.879
H 0.834 -2.494 1.263
H 1.001 1.072 -1.148
H -1.075 2.375 -1.191
H -3.756 1.753 1.319
H -6.012 4.397 -1.190
H -6.845 5.812 0.474
H -5.328 5.748 1.405
H -3.106 7.271 -1.595
H -2.965 6.568 0.041
H -4.342 5.403 -2.419
H -2.427 0.259 2.277
H -0.365 -1.038 2.301
H 3.777 -5.832 1.481
H 5.898 -7.045 1.356
H 7.472 -6.611 -0.494
H 6.899 -4.940 -2.219
H 4.771 -3.719 -2.093
*
```

An isolated molecule of C21H23N3O4S, computed with wB97M-V/def2-TZVPD.

## Properties
energy above the lowest of the compared OMol25 structures with the same formula, charge and spin: 45.6 kcal per mole
SMILES string: CCCCOC(=O)CSC1=C(C#N)[C@H](c2ccccc2OCC)[C@@H](C#N)C(=O)N1
lowest unoccupied orbital energy: 0.0 eV
frontier orbital gap: 9.0 eV

Structure (ORCA input):
```
! RIJCOSX wB97M-V def2-TZVPD def2/J DEFGRID3
* xyz 0 1
C 1.633 4.029 -2.542
C 2.820 4.077 -1.587
C 4.113 3.526 -2.192
C 4.056 2.034 -2.516
O 3.842 1.275 -1.320
C 2.651 0.754 -1.114
O 1.738 0.757 -1.910
C 2.532 0.173 0.275
S 1.558 1.348 1.307
C -0.084 0.720 1.055
C -0.833 0.358 2.116
C -0.316 0.352 3.421
N 0.070 0.307 4.501
C -2.253 -0.132 1.952
C -2.335 -1.626 2.175
C -3.084 -2.115 3.235
C -3.192 -3.473 3.473
C -2.538 -4.360 2.640
C -1.781 -3.896 1.579
C -1.666 -2.532 1.337
O -0.907 -1.986 0.343
C -0.429 -2.798 -0.718
C -1.539 -3.261 -1.653
C -2.808 0.300 0.578
C -3.225 1.682 0.651
N -3.527 2.781 0.734
C -1.798 0.241 -0.572
O -2.111 -0.040 -1.701
N -0.541 0.653 -0.237
H 1.872 4.536 -3.474
H 1.345 3.006 -2.767
H 0.776 4.524 -2.092
H 2.580 3.527 -0.674
H 3.003 5.114 -1.298
H 4.342 4.055 -3.118
H 4.933 3.692 -1.490
H 3.257 1.812 -3.228
H 5.013 1.695 -2.921
H 2.013 -0.783 0.274
H 3.507 0.093 0.748
H -2.868 0.346 2.725
H -3.592 -1.416 3.884
H -3.782 -3.832 4.301
H -2.610 -5.423 2.811
H -1.272 -4.609 0.950
H 0.143 -3.646 -0.322
H 0.256 -2.144 -1.265
H -1.111 -3.845 -2.462
H -2.044 -2.394 -2.072
H -2.269 -3.870 -1.123
H -3.675 -0.312 0.306
H 0.135 0.724 -1.004
*
```

An isolated molecule of C21H23N3O5S, computed with wB97M-V/def2-TZVPD.

## Properties
energy above the lowest of the compared OMol25 structures with the same formula, charge and spin: 54.6 kcal per mole
SMILES string: CCN(c1ccccc1)S(=O)(=O)c1ccc2[nH]cc(C(=O)NCCOC)c(=O)c2c1
lowest unoccupied orbital energy: -0.1 eV
frontier orbital gap: 8.8 eV

Structure (ORCA input):
```
! RIJCOSX wB97M-V def2-TZVPD def2/J DEFGRID3
* xyz 0 1
C 5.781 -1.813 -1.735
C 4.599 -1.931 -2.687
N 3.351 -1.705 -1.978
C 3.072 -0.378 -1.549
C 2.891 -0.157 -0.189
C 2.542 1.102 0.269
C 2.371 2.142 -0.628
C 2.558 1.924 -1.983
C 2.909 0.668 -2.447
S 1.995 -2.434 -2.660
O 1.431 -1.641 -3.714
O 2.348 -3.792 -2.954
C 0.921 -2.384 -1.232
C 0.939 -3.453 -0.343
C 0.209 -3.382 0.821
C -0.520 -2.223 1.118
N -1.228 -2.121 2.285
C -1.918 -1.005 2.591
C -1.958 0.096 1.793
C -2.784 1.239 2.297
O -3.383 1.158 3.361
N -2.779 2.332 1.519
C -3.645 3.451 1.773
C -4.866 3.445 0.832
O -5.606 2.254 0.852
C -6.272 1.988 2.067
C -1.245 0.111 0.525
O -1.208 1.064 -0.248
C -0.527 -1.140 0.221
C 0.196 -1.249 -0.970
H 5.671 -2.516 -0.913
H 6.704 -2.031 -2.266
H 5.839 -0.807 -1.326
H 4.528 -2.943 -3.090
H 4.718 -1.229 -3.523
H 3.021 -0.981 0.497
H 2.396 1.268 1.326
H 2.085 3.120 -0.273
H 2.419 2.733 -2.684
H 3.025 0.486 -3.504
H 1.525 -4.321 -0.598
H 0.199 -4.208 1.517
H -1.231 -2.908 2.920
H -2.462 -0.993 3.525
H -2.310 2.262 0.619
H -3.095 4.384 1.625
H -3.968 3.384 2.815
H -4.528 3.546 -0.203
H -5.506 4.305 1.087
H -6.948 1.159 1.864
H -6.854 2.859 2.394
H -5.575 1.697 2.859
H 0.175 -0.432 -1.673
*
```

An isolated molecule of C21H23N3O7S at a distorted geometry, computed with wB97M-V/def2-TZVPD.

## Properties
energy above the lowest of the compared OMol25 structures with the same formula, charge and spin: 14.0 kcal per mole
SMILES string: COc1ccc(NC(=O)CN2C(=O)COc3ccc(S(=O)(=O)N4CCOCC4)cc32)cc1
lowest unoccupied orbital energy: 0.4 eV
frontier orbital gap: 8.4 eV

Structure (ORCA input):
```
! RIJCOSX wB97M-V def2-TZVPD def2/J DEFGRID3
* xyz 0 1
C -6.940 1.277 -4.397
O -6.194 2.423 -4.066
C -5.217 2.312 -3.123
C -4.885 1.143 -2.447
C -3.870 1.141 -1.505
C -3.170 2.306 -1.224
N -2.133 2.372 -0.282
C -1.606 1.377 0.461
O -1.955 0.218 0.474
C -0.434 1.877 1.330
N 0.745 2.150 0.525
C 0.887 3.389 -0.005
O 0.038 4.254 0.117
C 2.157 3.616 -0.804
O 3.262 2.844 -0.389
C 2.977 1.536 -0.138
C 3.988 0.594 -0.283
C 3.726 -0.740 -0.031
C 2.451 -1.120 0.342
S 2.146 -2.863 0.621
O 2.516 -3.597 -0.551
O 0.818 -3.023 1.141
N 3.326 -3.154 1.784
C 2.944 -2.738 3.120
C 2.115 -3.819 3.822
O 2.791 -5.059 3.814
C 3.052 -5.485 2.494
C 3.932 -4.472 1.759
C 1.434 -0.200 0.505
C 1.699 1.148 0.292
C -3.502 3.479 -1.902
C -4.510 3.482 -2.838
H -7.489 0.891 -3.532
H -6.303 0.486 -4.806
H -7.649 1.597 -5.158
H -5.408 0.221 -2.640
H -3.622 0.229 -0.987
H -1.712 3.293 -0.182
H -0.192 1.120 2.077
H -0.716 2.810 1.825
H 1.926 3.410 -1.863
H 2.452 4.664 -0.714
H 4.964 0.932 -0.591
H 4.487 -1.494 -0.139
H 2.367 -1.817 3.028
H 3.862 -2.541 3.683
H 1.958 -3.567 4.872
H 1.147 -3.911 3.311
H 3.552 -6.451 2.579
H 2.107 -5.603 1.942
H 4.051 -4.751 0.713
H 4.911 -4.400 2.243
H 0.454 -0.559 0.778
H -2.960 4.390 -1.688
H -4.774 4.384 -3.367
*
```

An isolated molecule of C21H23N5O2S at a distorted geometry, computed with wB97M-V/def2-TZVPD.

## Properties
energy above the lowest of the compared OMol25 structures with the same formula, charge and spin: 29.4 kcal per mole
SMILES string: COc1ccc(-n2cnnc2SCC(=O)N2CCN(c3ccccc3)CC2)cc1
lowest unoccupied orbital energy: 0.5 eV
frontier orbital gap: 8.1 eV

Structure (ORCA input):
```
! RIJCOSX wB97M-V def2-TZVPD def2/J DEFGRID3
* xyz 0 1
C 3.336 -6.176 -3.540
O 2.975 -6.047 -2.184
C 1.981 -5.188 -1.851
C 1.259 -4.413 -2.753
C 0.264 -3.566 -2.298
C -0.024 -3.484 -0.944
N -1.053 -2.630 -0.509
C -2.273 -2.436 -1.101
N -2.971 -1.564 -0.446
N -2.236 -1.142 0.595
C -1.094 -1.781 0.564
S 0.223 -1.545 1.673
C -0.578 -0.425 2.879
C 0.189 0.882 3.018
O 0.858 1.086 4.015
N 0.119 1.768 2.005
C -0.733 1.721 0.839
C -1.707 2.914 0.857
N -0.991 4.168 0.935
C -0.593 4.813 -0.232
C -1.496 4.939 -1.294
C -1.156 5.620 -2.445
C 0.091 6.210 -2.574
C 0.988 6.109 -1.526
C 0.658 5.421 -0.374
C -0.154 4.184 2.114
C 0.845 3.020 2.115
C 0.691 -4.261 -0.036
C 1.683 -5.100 -0.488
H 4.147 -6.901 -3.560
H 3.690 -5.226 -3.953
H 2.503 -6.549 -4.144
H 1.462 -4.453 -3.811
H -0.283 -2.958 -3.003
H -2.601 -2.962 -1.973
H -0.530 -0.932 3.843
H -1.611 -0.305 2.560
H -1.308 0.799 0.793
H -0.101 1.793 -0.056
H -2.325 2.873 -0.036
H -2.357 2.832 1.735
H -2.487 4.519 -1.212
H -1.877 5.699 -3.246
H 0.356 6.742 -3.475
H 1.965 6.564 -1.605
H 1.395 5.359 0.411
H 0.361 5.140 2.198
H -0.812 4.078 2.984
H 1.419 2.997 3.041
H 1.526 3.105 1.261
H 0.464 -4.208 1.016
H 2.247 -5.709 0.200
*
```

Q: What is the formula in the fifth record?
A: C21H23N5O2S